Below is a 11-piece molecular cluster, C4H28O11S2 overall in a non-equilibrium geometry, with properties calculated with the ωB97M-V functional and the def2-TZVPD basis.

- gap between HOMO and LUMO (eV) = 8.4599
- 2S+1 = 1
- SMILES string = CSSCCC=O.O.O.O.O.O.O.O.O.O.O
- highest occupied orbital energy (eV) = -8.3508
- energy above the lowest of the compared OMol25 structures with the same formula, charge and spin (kJ/mol) = 56.9

Atoms and positions in Å:
C  -1.9831  0.1761  3.5126
S  -2.0607  -1.6031  3.4806
S  -3.2142  -2.2279  1.9412
C  -2.8256  -1.1749  0.4465
C  -2.8685  -2.0580  -0.7863
C  -2.5241  -1.3780  -2.0822
O  -1.6930  -0.5293  -2.2643
H  -2.3090  0.9208  4.2321
H  -2.5248  0.4595  2.5972
H  -0.9378  0.2999  3.3173
H  -3.5595  -0.3347  0.2149
H  -1.8768  -0.5986  0.3859
H  -3.8412  -2.5666  -0.9293
H  -2.2250  -2.9472  -0.6678
H  -3.0158  -1.8294  -2.9580
O  0.6695  1.1673  -2.1362
H  0.8891  0.8905  -3.0432
H  -0.3022  1.2404  -2.1338
O  2.9667  -1.9008  0.6991
H  2.2840  -1.5239  0.0911
H  3.0092  -1.0797  1.2522
O  -1.4678  2.8905  -0.8196
H  -0.6913  2.3860  -1.1039
H  -1.4312  2.9848  0.1353
O  1.0596  -3.5484  2.4344
H  1.4494  -2.6704  2.4902
H  0.1200  -3.5309  2.2419
O  -1.1897  2.7996  2.3163
H  -0.7302  3.3976  1.7139
H  -2.0725  3.1556  2.5113
O  2.1384  -2.8384  -1.8240
H  2.3431  -2.7804  -0.8833
H  2.7447  -2.3479  -2.3884
O  1.2163  -1.0968  -3.8270
H  1.7852  -1.8153  -4.1673
H  0.6094  -1.5301  -3.2053
O  0.9725  4.1597  -0.3896
H  0.4700  4.2369  -1.1983
H  1.6771  3.5004  -0.4280
O  3.4670  0.5315  1.8957
H  3.8355  1.1421  1.2551
H  3.2967  0.8413  2.7835
O  2.8677  2.2836  -1.2086
H  2.0266  1.8897  -1.5768
H  3.4463  2.5568  -1.9273

Forces on atoms 1 to 2 (eV/Å):
C -0.4 0.8 -2.0
S 0.5 -1.0 1.3

For reference, the Löwdin charges in units of e are:
1 C -0.49
2 S 0.44
3 S 0.48
4 C -0.53
5 C -0.27
6 C -0.24
7 O 0.05
8 H 0.05
9 H 0.01
10 H 0.00
11 H 0.11
12 H 0.09
13 H 0.12
14 H 0.12
15 H 0.12
16 O -0.05
17 H 0.06
18 H 0.04
19 O -0.09
20 H 0.05
21 H 0.01
22 O -0.05
23 H 0.00
24 H 0.00
25 O -0.07
26 H 0.01
27 H 0.00
28 O -0.05
29 H 0.03
30 H 0.06
31 O -0.06
32 H 0.00
33 H 0.04
34 O -0.07
35 H 0.05
36 H 0.03
37 O -0.06
38 H 0.03
39 H -0.01
40 O -0.03
41 H 0.05
42 H 0.06
43 O -0.09
44 H 0.00
45 H 0.05

Below is C21H38IInNO3P as an isolated structure in a non-equilibrium geometry, with properties calculated with the ωB97M-V functional and the def2-TZVPD basis.

- net charge = -1
- gap between HOMO and LUMO (alpha / beta) (eV) = 6.3224 / 6.2009
- 2S+1 = 2
- highest occupied orbital energy (alpha / beta) (eV) = -4.0660 / -4.0660

Atoms and positions in Å:
C  0.1877  -0.9270  -0.1435
O  -1.1355  -0.6383  0.2406
C  -1.4271  -0.7781  1.6325
C  -2.7070  -1.5674  1.8708
C  -2.6601  -2.2879  3.2198
In  -1.3722  -4.0999  3.1678
C  -0.5678  -4.3994  1.1055
C  0.9635  -4.4217  1.0857
C  1.6573  -5.2373  0.0091
C  0.9798  -5.9326  -0.9877
C  1.6690  -6.6908  -1.9313
C  3.0455  -6.7620  -1.9045
C  3.7391  -6.0584  -0.9235
C  3.0486  -5.3053  0.0132
P  0.6771  -3.8746  4.7517
O  0.3048  -4.8601  6.0513
I  0.4292  -1.6267  5.7664
H  0.8903  -0.8438  0.6916
H  0.2711  -1.9253  -0.5872
H  0.4882  -0.1925  -0.8982
H  -0.5928  -1.2560  2.1576
H  -1.5364  0.2332  2.0471
H  -2.7967  -2.2801  1.0450
H  -3.5645  -0.8872  1.7902
H  -2.3087  -1.6035  3.9989
H  -3.6623  -2.6147  3.5113
H  -2.2475  -5.5336  3.7209
H  -0.9524  -5.3778  0.8100
H  -0.9665  -3.6312  0.4383
H  1.3643  -3.4040  1.0511
H  1.3295  -4.8421  2.0304
H  -0.1006  -5.8775  -1.0291
H  1.1103  -7.2334  -2.6850
H  3.5844  -7.3573  -2.6322
H  4.8217  -6.0938  -0.8943
H  3.5956  -4.7562  0.7745
H  1.0616  -5.4299  6.2169
C  -1.7869  6.1462  -1.8925
C  -0.2619  5.9749  -1.9008
C  0.2005  5.2919  -3.1914
C  -0.1290  3.8010  -3.2401
C  0.4264  3.0857  -2.0099
C  -0.0345  3.7079  -0.6901
N  0.2123  5.1882  -0.7181
O  1.4207  5.4843  -0.4035
C  -1.5153  3.3723  -0.4383
C  0.7429  3.1058  0.4707
C  0.3277  7.3775  -1.8191
H  -2.1068  6.6490  -0.9788
H  -2.0776  6.7672  -2.7412
H  -2.3387  5.2174  -1.9769
H  1.2838  5.4173  -3.2858
H  -0.2521  5.8125  -4.0391
H  -1.2091  3.6515  -3.3185
H  0.3054  3.3624  -4.1405
H  0.1331  2.0334  -2.0115
H  1.5202  3.1113  -2.0496
H  -1.9381  4.0264  0.3254
H  -1.5901  2.3440  -0.0828
H  -2.1353  3.4318  -1.3291
H  1.8193  3.1979  0.3490
H  0.4999  2.0441  0.5305
H  0.4689  3.5710  1.4182
H  0.0826  7.8483  -0.8667
H  -0.0978  7.9805  -2.6232
H  1.4090  7.3723  -1.9278

Forces on atoms 1 to 2 (eV/Å):
C 0.1 0.2 -0.2
O 0.0 0.1 0.0

For reference, the Löwdin charges in units of e are:
1 C -0.12
2 O -0.20
3 C -0.25
4 C -0.30
5 C -0.34
6 In 0.43
7 C -0.30
8 C -0.28
9 C -0.22
10 C -0.04
11 C -0.10
12 C -0.12
13 C -0.10
14 C -0.06
15 P 0.19
16 O -0.57
17 I 0.18
18 H 0.09
19 H 0.08
20 H 0.07
21 H 0.09
22 H 0.12
23 H 0.09
24 H 0.10
25 H -0.01
26 H 0.02
27 H -0.11
28 H 0.02
29 H 0.02
30 H 0.10
31 H 0.06
32 H 0.10
33 H 0.09
34 H 0.09
35 H 0.09
36 H 0.11
37 H 0.00
38 C -0.03
39 C -0.50
40 C -0.14
41 C -0.17
42 C -0.13
43 C -0.48
44 N -0.10
45 O -0.03
46 C -0.02
47 C -0.03
48 C -0.05
49 H 0.09
50 H 0.09
51 H 0.05
52 H 0.12
53 H 0.12
54 H 0.10
55 H 0.11
56 H 0.12
57 H 0.13
58 H 0.10
59 H 0.08
60 H 0.06
61 H 0.08
62 H 0.08
63 H 0.10
64 H 0.09
65 H 0.09
66 H 0.08

Below is a 2-piece molecular cluster, C4H9N2O overall in a non-equilibrium geometry, with properties calculated with the ωB97M-V functional and the def2-TZVPD basis.

- net charge = +1
- gap between HOMO and LUMO (eV) = 9.7550
- 2S+1 = 1
- highest occupied orbital energy (eV) = -13.4360
- energy above the lowest of the compared OMol25 structures with the same formula, charge and spin (kJ/mol) = 540.0

Atoms and positions in Å:
C  -2.2149  1.4266  0.0016
C  -1.5600  1.6396  -1.0057
C  2.4391  -1.0748  -0.1739
C  -3.0175  1.2126  1.0626
N  3.0609  -2.2112  -0.3796
N  1.1399  -0.7834  -0.3164
O  0.7018  0.4992  -0.2599
H  -0.2360  0.6989  -0.4298
H  -1.0851  2.3157  -1.6570
H  3.1040  -0.2234  0.1534
H  -3.8918  1.7315  0.9037
H  -3.1772  0.1360  1.1453
H  -2.4025  1.3171  1.9992
H  4.0657  -2.1192  -0.3645
H  2.7029  -3.1201  -0.4411
H  0.3704  -1.4451  -0.2377

Forces on atoms 1 to 2 (eV/Å):
C 3.4 1.1 -5.0
C -1.3 0.3 1.6

For reference, the Löwdin charges in units of e are:
1 C -0.19
2 C 0.10
3 C -0.08
4 C -0.08
5 N 0.19
6 N 0.02
7 O -0.01
8 H 0.01
9 H 0.07
10 H 0.19
11 H 0.09
12 H 0.11
13 H 0.13
14 H 0.14
15 H 0.12
16 H 0.19

Below is a single C27H28N4O6 molecule in a non-equilibrium geometry, with properties calculated with the ωB97M-V functional and the def2-TZVPD basis.

- gap between HOMO and LUMO (eV) = 7.9179
- 2S+1 = 1
- SMILES string = COc1ccc(N2CCN(C(=O)c3oc4ccccc4c3NC(=O)CCc3cc(OC)no3)CC2)cc1
- highest occupied orbital energy (eV) = -7.2549
- energy above the lowest of the compared OMol25 structures with the same formula, charge and spin (kJ/mol) = 316.9

Atoms and positions in Å:
C  1.2370  5.0897  1.2385
O  2.1393  4.4845  0.3496
C  1.6369  3.6216  -0.5941
C  0.2997  3.2925  -0.7524
C  -0.0905  2.3692  -1.7096
C  0.8295  1.7626  -2.5651
N  0.4688  0.8838  -3.5732
C  -0.8998  0.4663  -3.7406
C  -1.2068  -0.7575  -2.8653
N  -0.1494  -1.7350  -3.0381
C  0.2645  -2.5490  -2.0462
O  1.2438  -3.2690  -2.1233
C  -0.6021  -2.6028  -0.8322
O  -1.9082  -2.9890  -0.9278
C  -2.3721  -3.1159  0.3360
C  -3.6415  -3.5062  0.7337
C  -3.8826  -3.5738  2.0913
C  -2.8933  -3.2611  3.0259
C  -1.6317  -2.8666  2.6350
C  -1.3670  -2.7917  1.2693
C  -0.2218  -2.4636  0.4729
N  1.0016  -2.0009  0.9451
C  1.7628  -1.0961  0.2720
O  1.4705  -0.6729  -0.8246
C  2.9603  -0.5965  1.0592
C  2.5841  0.7714  1.6606
C  1.2660  0.6780  2.3438
C  0.0448  1.1826  2.0215
C  -0.8121  0.6647  3.0355
O  -2.1131  0.9207  3.1240
C  -2.7817  0.3222  4.2202
N  -0.1414  -0.0884  3.8727
O  1.1576  -0.0868  3.4477
C  0.7399  -1.5023  -4.1536
C  1.4241  -0.1403  -3.9786
C  2.1710  2.1458  -2.4241
C  2.5659  3.0374  -1.4534
H  1.8404  5.7233  1.8869
H  0.5037  5.7100  0.7118
H  0.7114  4.3469  1.8495
H  -0.4621  3.7468  -0.1359
H  -1.1417  2.1321  -1.7598
H  -1.5784  1.2829  -3.4997
H  -1.0532  0.2230  -4.7969
H  -2.1761  -1.1942  -3.1370
H  -1.2383  -0.4497  -1.8158
H  -4.3987  -3.7509  0.0066
H  -4.8573  -3.8783  2.4408
H  -3.1257  -3.3381  4.0781
H  -0.8764  -2.6159  3.3648
H  1.2229  -2.2250  1.9046
H  3.2290  -1.2976  1.8492
H  3.8038  -0.4710  0.3815
H  2.5045  1.5106  0.8631
H  3.3531  1.0836  2.3693
H  -0.2201  1.8022  1.1936
H  -2.7951  -0.7639  4.1104
H  -2.2850  0.5794  5.1581
H  -3.7956  0.7161  4.2038
H  0.1765  -1.5625  -5.0889
H  1.4909  -2.2936  -4.1419
H  2.1752  -0.2512  -3.1936
H  1.9159  0.1485  -4.9172
H  2.9190  1.7480  -3.0900
H  3.6044  3.3108  -1.3478

Forces on atoms 1 to 2 (eV/Å):
C -0.1 0.1 0.1
O 0.2 -0.2 -0.3

For reference, the Löwdin charges in units of e are:
1 C -0.09
2 O -0.10
3 C -0.30
4 C -0.05
5 C -0.02
6 C -0.24
7 N -0.08
8 C -0.14
9 C -0.10
10 N -0.03
11 C -0.41
12 O 0.09
13 C -0.09
14 O 0.12
15 C -0.19
16 C 0.01
17 C -0.08
18 C -0.10
19 C -0.03
20 C -0.08
21 C -0.10
22 N 0.19
23 C -0.44
24 O 0.11
25 C -0.06
26 C -0.07
27 C -0.27
28 C 0.10
29 C -0.37
30 O -0.03
31 C -0.06
32 N 0.12
33 O 0.00
34 C -0.11
35 C -0.13
36 C -0.02
37 C -0.01
38 H 0.09
39 H 0.10
40 H 0.09
41 H 0.11
42 H 0.10
43 H 0.12
44 H 0.12
45 H 0.13
46 H 0.12
47 H 0.12
48 H 0.10
49 H 0.10
50 H 0.10
51 H 0.15
52 H 0.12
53 H 0.13
54 H 0.11
55 H 0.13
56 H 0.09
57 H 0.07
58 H 0.09
59 H 0.10
60 H 0.12
61 H 0.13
62 H 0.11
63 H 0.13
64 H 0.11
65 H 0.12

Below is C54H44KN10O6P as an isolated structure in a non-equilibrium geometry, with properties calculated with the ωB97M-V functional and the def2-TZVPD basis.

- net charge = -2
- gap between HOMO and LUMO (eV) = 4.6788
- 2S+1 = 1
- highest occupied orbital energy (eV) = -1.1042
- energy above the lowest of the compared OMol25 structures with the same formula, charge and spin (kJ/mol) = 96.1

Atoms and positions in Å:
K  -0.4286  -0.2671  0.2910
O  -3.2830  -1.2736  3.4085
C  -2.7023  -1.0900  2.3291
O  -1.4981  -1.2747  2.0712
C  -3.5743  -0.5930  1.1580
C  -4.9456  -0.8393  1.1331
C  -5.6806  -0.4079  0.0425
C  -5.0230  0.2620  -0.9732
C  -3.6517  0.4829  -0.8588
N  -2.9569  0.0628  0.1857
C  -2.8909  1.1976  -1.9942
O  -3.5907  1.8487  -2.7849
O  -1.6572  1.0334  -2.0218
H  -5.3990  -1.3597  1.9647
H  -6.7518  -0.5924  -0.0138
H  -5.5365  0.6275  -1.8490
C  4.9817  -6.1048  1.1888
C  3.6498  -6.4842  1.1518
C  2.6615  -5.5539  0.8841
C  2.9882  -4.2196  0.6550
C  4.3313  -3.8500  0.7097
C  5.3182  -4.7770  0.9729
P  1.8174  -2.8478  0.2797
C  0.3225  -3.8785  0.1057
C  -0.6997  -3.9191  1.0435
C  -1.8130  -4.7098  0.8253
C  -1.9149  -5.4672  -0.3295
C  -0.9090  -5.4106  -1.2817
C  0.1991  -4.6159  -1.0718
C  1.7405  -2.1625  1.9657
C  1.5795  -2.9389  3.1129
C  1.6165  -2.3231  4.3475
C  1.8415  -0.9566  4.4326
C  2.0003  -0.2061  3.2766
C  1.9467  -0.7911  2.0169
H  5.7543  -6.8388  1.3808
H  3.3804  -7.5170  1.3397
H  1.6288  -5.8714  0.8495
H  4.5783  -2.8103  0.5368
H  6.3543  -4.4674  1.0106
H  -0.6481  -3.2994  1.9248
H  -2.6105  -4.7145  1.5566
H  -2.7863  -6.0883  -0.4984
H  -1.0005  -5.9813  -2.1971
H  0.9680  -4.5387  -1.8335
H  1.4297  -4.0118  3.0465
H  1.4720  -2.9049  5.2515
H  1.9027  -0.4844  5.4112
H  2.1804  0.8604  3.3716
O  -1.4468  -4.2063  -6.2003
C  -2.3858  -4.0868  -5.1492
C  -1.8512  -3.2592  -4.0087
C  -2.6231  -3.0836  -2.8654
C  -2.0790  -2.3601  -1.8151
N  -0.8823  -1.8230  -1.8534
C  -0.1548  -1.9354  -2.9582
C  -0.6004  -2.6747  -4.0582
C  1.1406  -1.2404  -2.9402
C  1.9349  -1.0960  -4.0843
C  3.1266  -0.3924  -4.0034
C  4.0341  -0.2783  -5.2015
O  4.7325  -1.4858  -5.4674
C  3.4875  0.1465  -2.7721
C  2.6406  -0.0571  -1.6897
N  1.5185  -0.7349  -1.7701
H  -1.8902  -4.5995  -6.9561
H  -2.6390  -5.0858  -4.7567
H  -3.3111  -3.6217  -5.5221
H  -3.6095  -3.5197  -2.7898
H  -2.6248  -2.2274  -0.8950
H  0.0000  -2.8228  -4.9406
H  1.6377  -1.5135  -5.0349
H  4.7573  0.5364  -5.0456
H  3.4589  -0.0697  -6.1070
H  5.0071  -1.8606  -4.6233
H  4.4038  0.7115  -2.6660
H  2.8699  0.3368  -0.7110
C  -0.1415  3.6587  -1.6293
C  0.9618  3.5517  -0.6553
N  1.3625  2.4758  -0.0432
C  2.4030  2.8334  0.7523
C  2.6477  4.1647  0.6256
N  1.7277  4.6332  -0.2853
C  1.6418  5.9855  -0.7491
N  0.4445  6.6525  -0.3296
N  -0.3641  7.2600  -1.2364
N  -1.3843  7.7562  -0.6448
C  -1.3066  7.4844  0.6833
C  -2.1669  7.7775  1.7460
C  -1.7772  7.3588  3.0018
C  -0.5761  6.6808  3.2208
C  0.2868  6.3700  2.1832
C  -0.1038  6.7669  0.9147
H  -0.5676  2.6684  -1.8030
H  0.2112  4.0696  -2.5764
H  -0.9314  4.3129  -1.2596
H  2.9026  2.1059  1.3580
H  3.3766  4.8127  1.0722
H  1.6389  6.0231  -1.8474
H  2.5231  6.5227  -0.3654
H  -3.0991  8.2937  1.5718
H  -2.4221  7.5445  3.8490
H  -0.3215  6.3773  4.2259
H  1.2024  5.8281  2.3576
N  -3.0848  4.8880  6.1888
C  -2.6861  4.1875  5.3668
C  -2.1616  3.3485  4.3674
C  -1.6118  2.1024  4.6895
C  -1.0281  1.3645  3.6739
N  -0.9678  1.7782  2.4207
C  -1.5390  2.9271  2.1057
C  -2.1442  3.7615  3.0290
H  -1.6360  1.7408  5.7065
H  -0.5830  0.4026  3.8665
H  -1.4931  3.1917  1.0597
H  -2.5751  4.7101  2.7443

Forces on atoms 1 to 2 (eV/Å):
K 1.6 1.1 -0.9
O -0.5 0.0 0.4

Results of the Löwdin charge analysis, in e, for atoms 1 through 99:
1 K 0.63
2 O -0.03
3 C -0.68
4 O -0.18
5 C -0.19
6 C -0.02
7 C -0.08
8 C -0.02
9 C -0.19
10 N 0.09
11 C -0.67
12 O -0.05
13 O -0.08
14 H 0.10
15 H 0.09
16 H 0.10
17 C -0.13
18 C -0.11
19 C -0.09
20 C -0.35
21 C -0.11
22 C -0.11
23 P 1.12
24 C -0.38
25 C -0.08
26 C -0.08
27 C -0.12
28 C -0.12
29 C -0.14
30 C -0.47
31 C -0.12
32 C -0.12
33 C -0.14
34 C -0.21
35 C -0.18
36 H 0.08
37 H 0.09
38 H 0.10
39 H 0.10
40 H 0.09
41 H 0.08
42 H 0.11
43 H 0.09
44 H 0.09
45 H 0.11
46 H 0.10
47 H 0.08
48 H 0.08
49 H 0.05
50 O -0.07
51 C -0.22
52 C -0.19
53 C 0.00
54 C -0.11
55 N 0.09
56 C -0.20
57 C 0.05
58 C -0.20
59 C 0.04
60 C -0.21
61 C -0.23
62 O -0.07
63 C -0.01
64 C -0.14
65 N 0.06
66 H 0.08
67 H 0.12
68 H 0.13
69 H 0.12
70 H 0.11
71 H 0.10
72 H 0.11
73 H 0.11
74 H 0.12
75 H 0.09
76 H 0.10
77 H 0.08
78 C 0.01
79 C -0.35
80 N 0.14
81 C -0.13
82 C -0.10
83 N -0.04
84 C -0.09
85 N -0.06
86 N 0.06
87 N 0.06
88 C -0.24
89 C -0.02
90 C -0.11
91 C -0.09
92 C 0.00
93 C -0.16
94 H 0.05
95 H 0.08
96 H 0.08
97 H 0.08
98 H 0.10
99 H 0.14

Result set for total energy: -1793.1418, -1932.5855, -342.1516, -1716.1096, -4024.5415 hartree, one per record in the order listed.